# 1
This record from OMol25 describes C39H26Br2N5O7Sc as an isolated structure. The level of theory is the ωB97M-V functional and the def2-TZVPD basis.

XYZ file:
```
80
Properties=species:S:1:pos:R:3
Sc 1.23 0.29 -0.43
O 1.49 -3.82 -1.14
C 1.61 -2.61 -1.18
O 1.43 -1.77 -0.23
C 2.00 -1.93 -2.49
C 2.33 -2.54 -3.68
C 2.66 -1.74 -4.77
C 2.68 -0.36 -4.62
C 2.35 0.17 -3.38
N 2.00 -0.61 -2.37
C 2.38 1.64 -2.97
O 2.46 2.52 -3.81
O 2.27 1.77 -1.69
H 2.33 -3.62 -3.73
H 2.91 -2.19 -5.72
H 2.94 0.31 -5.43
C 1.27 4.85 0.81
O 0.56 4.66 -0.43
C 0.36 3.35 -0.54
N 0.78 2.59 0.38
C 1.52 3.41 1.34
C 1.12 3.22 2.78
C -0.13 2.71 3.13
C -0.46 2.54 4.46
C 0.44 2.89 5.46
C 1.67 3.42 5.11
C 2.01 3.59 3.78
C -0.27 2.84 -1.77
C -0.49 3.68 -2.85
C -1.02 3.13 -4.01
C -1.33 1.79 -4.03
C -1.08 1.03 -2.89
N -0.53 1.53 -1.78
C -1.40 -0.41 -2.86
N -0.94 -1.22 -2.00
C -1.45 -2.55 -2.37
C -2.44 -2.25 -3.51
O -2.21 -0.87 -3.83
C -2.07 -3.37 -1.25
C -2.97 -4.38 -1.57
C -3.54 -5.16 -0.58
C -3.20 -4.95 0.75
C -2.28 -3.96 1.07
C -1.72 -3.17 0.08
H 0.65 5.44 1.49
H 2.19 5.40 0.60
H 2.57 3.14 1.23
H -0.83 2.44 2.35
H -1.43 2.13 4.72
H 0.18 2.74 6.50
H 2.38 3.70 5.88
H 2.98 3.99 3.51
H -0.23 4.72 -2.78
H -1.17 3.74 -4.89
H -1.77 1.31 -4.89
H -0.60 -3.13 -2.75
H -3.48 -2.36 -3.19
H -2.27 -2.85 -4.41
H -3.22 -4.56 -2.61
H -4.24 -5.94 -0.84
H -3.64 -5.56 1.53
H -1.99 -3.80 2.10
H -0.97 -2.44 0.33
Br 4.24 -0.58 3.40
C 2.36 -0.76 3.38
C 1.71 -1.36 4.46
C 0.35 -1.45 4.48
Br -0.49 -2.23 5.99
C -0.43 -0.97 3.41
C -1.84 -0.99 3.36
C -2.48 -0.50 2.25
C -1.72 -0.03 1.17
N -0.41 0.02 1.19
C 0.25 -0.41 2.29
C 1.68 -0.26 2.27
O 2.26 0.33 1.27
H 2.30 -1.74 5.29
H -2.39 -1.39 4.19
H -3.56 -0.50 2.19
H -2.21 0.30 0.26
```

LUMO level = -0.7 eV
energy above the lowest of the compared OMol25 structures with the same formula, charge and spin = 7.7 kcal per mole

# 2
This record from OMol25 describes C39H27F2N6O2Rh as an isolated structure in a non-equilibrium geometry. The level of theory is the ωB97M-V functional and the def2-TZVPD basis.

XYZ file:
```
77
Properties=species:S:1:pos:R:3
Rh -1.55 2.28 -0.77
C 1.07 3.52 4.14
C 1.31 3.66 2.78
C 0.43 3.13 1.85
C -0.72 2.44 2.27
C -0.94 2.29 3.65
C -0.06 2.83 4.56
N -1.61 1.95 1.36
N -2.39 0.99 1.70
C -3.16 0.44 0.74
C -4.18 -0.46 1.08
C -4.94 -1.04 0.10
C -4.70 -0.76 -1.24
C -3.69 0.15 -1.59
C -2.92 0.75 -0.63
H 1.75 3.95 4.85
H 2.19 4.18 2.43
H 0.63 3.21 0.80
H -1.82 1.75 3.97
H -0.25 2.72 5.62
H -4.36 -0.66 2.13
H -5.74 -1.72 0.37
H -5.30 -1.23 -2.01
H -3.53 0.36 -2.64
C 6.12 -9.41 0.47
O 5.08 -9.04 -0.40
C 4.74 -7.72 -0.50
C 3.68 -7.45 -1.38
C 3.24 -6.17 -1.57
C 3.81 -5.10 -0.86
C 4.87 -5.38 0.03
C 5.33 -6.67 0.20
N 3.25 -3.90 -1.07
N 3.56 -2.75 -0.67
C 2.72 -1.73 -0.58
C 3.22 -0.41 -0.48
C 2.41 0.68 -0.57
C 1.01 0.57 -0.78
O 0.28 1.58 -1.06
C 0.45 -0.76 -0.72
N -0.87 -0.87 -0.84
C -1.44 -2.05 -0.80
C -0.72 -3.22 -0.63
C 0.65 -3.14 -0.54
C 1.28 -1.90 -0.60
H 6.19 -10.50 0.39
H 5.90 -9.15 1.51
H 7.08 -8.97 0.18
H 3.23 -8.29 -1.90
H 2.43 -5.96 -2.25
H 5.32 -4.56 0.58
H 6.14 -6.85 0.88
H 4.29 -0.29 -0.36
H 2.83 1.68 -0.52
H -2.52 -2.07 -0.91
H -1.22 -4.18 -0.59
H 1.25 -4.04 -0.42
F 2.20 6.16 -1.58
C 0.91 5.85 -1.32
C 0.51 4.53 -1.33
C -0.82 4.20 -1.07
C -1.75 5.24 -0.87
C -1.29 6.56 -0.82
F -2.11 7.59 -0.55
C 0.04 6.88 -1.04
C -3.14 4.84 -0.77
C -4.21 5.74 -0.81
C -5.51 5.28 -0.82
C -5.71 3.91 -0.75
C -4.62 3.07 -0.69
N -3.35 3.50 -0.73
H 1.25 3.77 -1.54
H 0.37 7.91 -0.99
H -4.02 6.80 -0.85
H -6.33 5.97 -0.88
H -6.71 3.49 -0.76
H -4.79 2.01 -0.63
```

LUMO level (spin up / spin down) = -1.5 / -1.5 eV

# 3
This record from OMol25 describes C39H28AgAsN2O2S4 as an isolated structure in a non-equilibrium geometry. The level of theory is the ωB97M-V functional and the def2-TZVPD basis.

XYZ file:
```
77
Properties=species:S:1:pos:R:3
Ag 0.29 1.55 3.42
O -0.14 -1.96 0.78
C 0.42 -1.39 1.77
O 0.89 -0.22 1.95
C 0.60 -2.25 2.98
C 0.92 -3.58 2.74
C 1.12 -4.44 3.81
C 0.98 -3.96 5.10
C 0.47 -2.67 5.36
C 0.17 -1.80 4.28
S -0.61 -0.37 4.73
H 1.13 -3.85 1.71
H 1.36 -5.47 3.61
H 1.20 -4.60 5.99
H 0.29 -2.38 6.42
S -1.28 3.06 1.91
C -0.27 3.96 0.88
N 1.05 4.25 0.95
C 1.50 4.82 -0.20
C 2.86 5.19 -0.52
C 3.12 5.58 -1.83
C 2.14 5.70 -2.82
C 0.78 5.52 -2.48
C 0.53 4.99 -1.23
S -1.07 4.68 -0.60
H 3.58 5.35 0.30
H 4.22 5.83 -2.02
H 2.39 6.01 -3.84
H 0.03 5.72 -3.21
C -5.28 -5.91 -3.20
C -3.95 -6.35 -3.28
C -2.94 -5.40 -3.21
C -3.21 -4.11 -2.74
C -4.53 -3.64 -2.81
C -5.52 -4.56 -2.99
As -1.81 -3.43 -1.47
C -0.42 -2.57 -2.59
C 0.24 -1.46 -2.13
C 1.12 -0.78 -3.00
C 1.34 -1.20 -4.30
C 0.63 -2.33 -4.73
C -0.27 -2.99 -3.92
C -2.61 -1.71 -1.06
C -2.82 -1.39 0.26
C -3.37 -0.18 0.58
C -3.66 0.76 -0.40
C -3.54 0.38 -1.73
C -2.99 -0.82 -2.04
H -6.08 -6.63 -3.29
H -3.81 -7.41 -3.42
H -1.86 -5.71 -3.30
H -4.82 -2.64 -2.43
H -6.56 -4.28 -2.99
H 0.05 -1.12 -1.11
H 1.58 0.04 -2.54
H 1.98 -0.65 -4.93
H 0.71 -2.56 -5.79
H -0.97 -3.69 -4.31
H -2.79 -2.17 1.00
H -3.61 -0.02 1.62
H -3.82 1.78 -0.09
H -3.93 0.88 -2.61
H -2.90 -1.12 -3.13
S 2.85 5.50 4.60
C 1.54 4.29 4.60
N 1.70 3.19 3.95
C 2.98 3.18 3.26
C 3.52 2.12 2.47
C 4.69 2.34 1.78
C 5.37 3.55 1.95
C 4.90 4.59 2.80
C 3.66 4.45 3.43
H 0.64 4.55 5.13
H 2.95 1.13 2.61
H 5.17 1.53 1.16
H 6.23 3.84 1.39
H 5.56 5.44 3.00
```

charge = -2
LUMO level = 3.7 eV
energy above the lowest of the compared OMol25 structures with the same formula, charge and spin = 0.0 kcal per mole

# 4
This record from OMol25 describes C39H28AuI2N2OP2Te as an isolated structure. The level of theory is the ωB97M-V functional and the def2-TZVPD basis.

XYZ file:
```
76
Properties=species:S:1:pos:R:3
Au -1.99 1.03 0.97
Te 1.39 2.37 -1.11
C 3.49 2.31 -0.96
C 4.15 1.80 0.14
C 5.54 1.79 0.13
N 6.27 2.27 -0.87
C 5.62 2.78 -1.91
C 4.24 2.82 -2.02
C 0.96 0.46 -0.26
P 0.95 -0.80 -1.31
C 0.14 -2.35 -1.07
C -1.07 -2.44 -0.38
C -1.68 -3.68 -0.25
C -1.09 -4.80 -0.82
C 0.11 -4.71 -1.51
C 0.73 -3.48 -1.65
C 1.75 -0.71 -2.88
C 3.09 -0.32 -2.97
C 3.70 -0.28 -4.21
C 2.98 -0.63 -5.35
C 1.65 -1.02 -5.25
C 1.03 -1.08 -4.02
P 0.11 0.44 1.37
C 0.30 -1.26 1.98
C 1.52 -1.93 1.95
C 1.59 -3.24 2.40
C 0.46 -3.87 2.89
C -0.76 -3.20 2.93
C -0.84 -1.89 2.47
C 1.10 1.48 2.48
C 2.02 0.94 3.38
C 2.75 1.77 4.21
C 2.58 3.15 4.14
C 1.64 3.69 3.27
C 0.90 2.85 2.45
H 3.61 1.43 1.00
H 6.08 1.38 0.97
H 6.24 3.17 -2.71
H 3.77 3.22 -2.91
H -1.54 -1.58 0.08
H -2.61 -3.74 0.28
H -1.57 -5.76 -0.71
H 0.56 -5.59 -1.95
H 1.66 -3.40 -2.20
H 3.64 -0.05 -2.08
H 4.74 0.01 -4.29
H 3.46 -0.60 -6.32
H 1.10 -1.30 -6.15
H 0.00 -1.40 -3.94
H 2.41 -1.45 1.57
H 2.54 -3.76 2.38
H 0.52 -4.90 3.24
H -1.64 -3.70 3.30
H -1.80 -1.39 2.45
H 2.16 -0.13 3.45
H 3.46 1.35 4.91
H 3.15 3.80 4.79
H 1.49 4.76 3.23
H 0.15 3.27 1.79
I -5.90 -2.86 0.90
C -5.96 -0.83 0.45
C -7.19 -0.27 0.08
C -7.30 1.07 -0.19
I -9.16 1.82 -0.74
C -6.16 1.90 -0.10
C -6.17 3.29 -0.34
C -5.02 4.03 -0.21
C -3.84 3.37 0.17
N -3.80 2.08 0.40
C -4.92 1.32 0.28
C -4.78 -0.10 0.56
O -3.64 -0.59 0.87
H -8.06 -0.90 0.02
H -7.09 3.77 -0.62
H -5.01 5.09 -0.38
H -2.91 3.92 0.29
```

charge = +1
LUMO level = -4.5 eV
energy above the lowest of the compared OMol25 structures with the same formula, charge and spin = 3.3 kcal per mole

# 5
This record from OMol25 describes C39H28Cl2N2O4PTa as an isolated structure in a non-equilibrium geometry. The level of theory is the ωB97M-V functional and the def2-TZVPD basis.

XYZ file:
```
77
Properties=species:S:1:pos:R:3
Ta 11.57 11.91 12.36
O 11.94 11.50 10.47
C 11.71 12.06 9.27
C 12.03 11.39 8.13
C 11.62 11.90 6.91
C 10.97 13.11 6.78
C 10.79 13.83 7.96
C 11.06 13.28 9.20
C 10.75 14.09 10.31
N 11.01 13.78 11.55
N 10.70 14.78 12.43
C 11.04 14.45 13.59
O 11.44 13.16 13.83
C 11.08 15.37 14.70
C 11.26 14.90 16.01
C 11.22 15.83 17.08
C 11.01 17.19 16.86
C 10.79 17.61 15.57
C 10.76 16.71 14.49
H 12.46 10.43 8.13
H 11.74 11.41 5.97
H 10.72 13.50 5.83
H 10.39 14.84 7.91
H 10.40 15.11 10.21
H 11.33 13.78 16.20
H 11.28 15.41 18.08
H 11.15 17.77 17.77
H 10.81 18.65 15.39
H 10.67 17.10 13.44
Cl 12.40 8.60 11.55
C 14.00 8.83 11.00
C 14.59 7.89 10.17
C 15.92 8.07 9.75
C 16.62 9.19 10.17
C 16.12 10.08 11.08
C 14.80 9.90 11.47
P 14.04 11.25 12.57
C 14.73 11.04 14.26
C 15.65 11.90 14.86
C 16.14 11.62 16.10
C 15.71 10.48 16.70
C 14.78 9.60 16.17
C 14.30 9.90 14.93
C 14.40 12.92 11.88
C 14.11 14.01 12.74
C 14.26 15.31 12.30
C 14.61 15.50 10.98
C 14.76 14.47 10.10
C 14.55 13.18 10.56
H 14.06 6.98 9.91
H 16.48 7.37 9.20
H 17.65 9.31 9.99
H 16.73 10.83 11.50
H 16.09 12.72 14.29
H 16.90 12.23 16.45
H 16.12 10.27 17.73
H 14.39 8.79 16.72
H 13.57 9.36 14.44
H 13.79 13.90 13.78
H 14.07 16.15 12.97
H 14.76 16.55 10.76
H 14.99 14.64 9.06
H 14.58 12.34 9.89
Cl 5.66 7.18 15.92
C 6.95 8.19 15.30
C 6.79 8.70 14.05
C 7.77 9.43 13.48
C 8.95 9.74 14.23
C 9.22 9.09 15.44
C 8.20 8.29 15.97
C 9.91 10.52 13.56
O 11.21 10.50 13.86
O 9.61 11.22 12.52
H 5.88 8.46 13.49
H 7.64 9.74 12.45
H 10.20 9.19 15.88
H 8.19 7.82 16.93
```

charge = +2
LUMO level = -6.9 eV
energy above the lowest of the compared OMol25 structures with the same formula, charge and spin = 9.0 kcal per mole

# 6
This record from OMol25 describes a 3-piece molecular cluster, C39H29FN2O5 overall in a non-equilibrium geometry. The level of theory is the ωB97M-V functional and the def2-TZVPD basis.

XYZ file:
```
76
Properties=species:S:1:pos:R:3
C -2.22 -4.43 3.39
C -1.98 -3.94 2.30
C -1.58 -3.30 0.91
C -1.16 -4.42 -0.09
N -0.72 -5.27 -0.75
O -2.59 -2.48 0.35
C -3.88 -3.15 0.30
C -4.83 -2.46 1.38
C -6.25 -2.19 0.69
C -0.36 -2.30 1.26
C -0.89 -1.04 2.05
N -1.36 -0.21 2.71
C 0.50 -1.88 -0.01
C 2.00 -2.41 0.15
F 2.79 -1.45 0.85
H -2.08 -4.70 4.47
H -3.83 -4.28 0.38
H -4.32 -2.92 -0.72
H -4.37 -1.44 1.58
H -4.90 -3.01 2.35
H -6.68 -3.19 0.38
H -6.13 -1.59 -0.26
H -6.97 -1.65 1.39
H 0.33 -2.87 1.96
H 0.59 -0.74 0.02
H 0.09 -2.23 -1.00
H 2.05 -3.40 0.72
H 2.40 -2.59 -0.89
O 4.26 1.18 4.37
C 5.33 1.63 4.04
C 6.09 2.53 4.94
C 5.57 2.84 6.20
C 6.29 3.65 7.07
C 7.53 4.15 6.69
C 8.05 3.85 5.43
C 7.33 3.05 4.56
C 7.88 2.75 3.21
O 8.93 3.25 2.85
C 7.13 1.84 2.31
C 7.66 1.53 1.06
C 6.98 0.64 0.23
C 5.78 0.07 0.64
C 5.25 0.39 1.88
C 5.92 1.28 2.72
H 4.60 2.45 6.50
H 5.88 3.88 8.04
H 8.10 4.77 7.37
H 9.01 4.25 5.14
H 8.59 1.97 0.74
H 7.39 0.40 -0.75
H 5.26 -0.62 -0.01
H 4.31 -0.06 2.20
O -3.60 3.35 -3.67
C -3.92 2.28 -4.15
C -4.70 2.21 -5.40
C -5.06 3.39 -6.05
C -5.77 3.34 -7.24
C -6.11 2.11 -7.80
C -5.77 0.93 -7.15
C -5.07 0.98 -5.94
C -4.73 -0.28 -5.25
O -5.10 -1.35 -5.69
C -3.93 -0.22 -4.00
C -3.57 -1.40 -3.36
C -2.79 -1.35 -2.21
C -2.36 -0.13 -1.70
C -2.73 1.05 -2.34
C -3.52 1.01 -3.48
H -4.79 4.35 -5.63
H -6.04 4.26 -7.75
H -6.65 2.07 -8.74
H -6.05 -0.02 -7.58
H -3.89 -2.36 -3.75
H -2.50 -2.27 -1.71
H -1.74 -0.09 -0.81
H -2.40 2.01 -1.94
```

structure (SMILES) = C#C[C@@](C#N)(OCCC)[C@H](C#N)CCF.O=C1c2ccccc2C(=O)c2ccccc21.O=C1c2ccccc2C(=O)c2ccccc21
LUMO level = -1.0 eV
energy above the lowest of the compared OMol25 structures with the same formula, charge and spin = 35.7 kcal per mole

Number 1: E_tot -8211.3329 hartree. Number 2: E_tot -2291.5046 hartree. Number 3: E_tot -5738.4825 hartree. Number 4: E_tot -3369.2895 hartree. Number 5: E_tot -3231.7956 hartree. Number 6: E_tot -2089.0065 hartree.